[1]
{
  "formula": "C39H51BF4N2O2RhSSbSi",
  "method": "ωB97M-V/def2-TZVPD",
  "symbols": ["Rh", "C", "C", "N", "C", "C", "C", "S", "N", "C", "O", "C", "C", "C", "C", "C", "C", "H", "H", "H", "H", "H", "H", "H", "H", "H", "H", "H", "H", "H", "H", "H", "O", "Si", "C", "C", "C", "C", "C", "C", "C", "C", "C", "C", "C", "C", "C", "C", "C", "C", "C", "C", "H", "H", "H", "H", "H", "H", "H", "H", "H", "H", "H", "H", "H", "H", "H", "C", "C", "C", "Sb", "C", "C", "C", "C", "C", "C", "H", "H", "H", "H", "H", "H", "H", "H", "H", "H", "H", "H", "H", "H", "H", "H", "H", "H", "H", "H", "H", "F", "B", "F", "F", "F"],
  "positions_angstrom": [[0.84720, 0.30253, 0.00066], [0.28606, -0.94980, -4.77886], [-0.29796, 0.46303, -4.78474], [-1.36024, 0.63707, -3.79126], [-2.74657, 0.42641, -4.21281], [-3.25545, -0.98266, -3.92032], [-1.09713, 0.88876, -2.50302], [0.55877, 1.27552, -2.09811], [-2.13331, 0.91429, -1.68174], [-2.10383, 1.00374, -0.35646], [-1.09933, 0.98725, 0.40462], [-3.42979, 1.14761, 0.30031], [-3.47676, 1.32031, 1.68262], [-4.69310, 1.47087, 2.32480], [-5.87046, 1.44494, 1.59105], [-5.82845, 1.26885, 0.21405], [-4.61414, 1.12049, -0.43270], [1.19054, -0.97713, -5.38618], [-0.42023, -1.67348, -5.18504], [0.54437, -1.24604, -3.76152], [-0.72034, 0.69878, -5.76051], [0.49123, 1.18281, -4.58182], [-2.79510, 0.63153, -5.28194], [-3.36441, 1.15396, -3.69038], [-2.67647, -1.73058, -4.46184], [-4.29803, -1.06891, -4.22789], [-3.18394, -1.19050, -2.85368], [-2.54756, 1.32848, 2.23585], [-4.72405, 1.60830, 3.39771], [-6.82225, 1.55987, 2.09336], [-6.75004, 1.24761, -0.35274], [-4.56870, 0.97641, -1.50202], [0.95077, -1.72549, -0.61448], [0.66546, -3.15430, 0.01796], [-0.64962, -3.13168, 1.41140], [-0.80042, -1.98824, 2.19067], [-1.73434, -1.92539, 3.21429], [-2.54595, -3.01958, 3.47106], [-2.41522, -4.16771, 2.70386], [-1.47239, -4.22322, 1.68566], [-0.06761, -4.29387, -1.31632], [-0.99677, -3.78700, -2.22602], [-1.63804, -4.61722, -3.13393], [-1.36488, -5.97794, -3.14549], [-0.42808, -6.49619, -2.26368], [0.22032, -5.65779, -1.36511], [2.15250, -4.06044, 0.78512], [3.43919, -3.58057, 0.55395], [4.54278, -4.24104, 1.07835], [4.37299, -5.39039, 1.83461], [3.09503, -5.87590, 2.07275], [1.99208, -5.20633, 1.55979], [-0.15711, -1.13754, 2.01561], [-1.81578, -1.03149, 3.82204], [-3.27443, -2.98157, 4.27178], [-3.04687, -5.02558, 2.90206], [-1.39364, -5.12299, 1.08449], [-1.22128, -2.72454, -2.21394], [-2.35626, -4.20525, -3.83396], [-1.87930, -6.63171, -3.83901], [-0.19839, -7.55499, -2.27368], [0.96317, -6.07357, -0.69647], [3.57682, -2.67734, -0.02910], [5.53898, -3.85170, 0.90317], [5.23209, -5.89932, 2.25416], [2.95406, -6.77170, 2.66588], [0.99991, -5.57936, 1.78674], [2.24602, 5.71683, -0.76687], [2.44763, 4.21387, -0.89312], [3.90682, 3.85500, -1.16454], [1.74857, 2.97257, 0.81656], [3.08453, 3.50581, 2.50155], [2.46669, 3.10531, 3.83634], [3.46681, 4.97715, 2.46377], [-0.19960, 3.92045, 1.26803], [-0.96540, 4.14861, -0.03109], [-0.11276, 5.19432, 2.09839], [2.53951, 6.18819, -1.70967], [2.85750, 6.14910, 0.02377], [1.20915, 5.98574, -0.57655], [1.83091, 3.83655, -1.71157], [4.55080, 4.16777, -0.34015], [4.25887, 4.35691, -2.06967], [4.03276, 2.77903, -1.30113], [3.95990, 2.88325, 2.30904], [1.45444, 3.49589, 3.95257], [3.08066, 3.51294, 4.64342], [2.43695, 2.02662, 3.94916], [2.59947, 5.62279, 2.60533], [3.96014, 5.25591, 1.53371], [4.16714, 5.17124, 3.27976], [-0.70402, 3.14052, 1.84183], [-0.60297, 5.02913, -0.56186], [-2.02754, 4.29766, 0.18442], [-0.87999, 3.30307, -0.71031], [0.41873, 5.98666, 1.56997], [0.37831, 5.02874, 3.05643], [-1.12529, 5.55444, 2.30470], [2.98915, -0.10209, 0.95404], [2.67884, -0.19930, 2.36823], [2.46535, -1.50037, 2.72152], [1.43302, 0.53935, 2.48690], [3.66860, 0.42902, 3.09344]],
  "multiplicity": 1,
  "e_homo_ev": -8.3,
  "relative_energy_kj_mol": 164.5,
  "lumo_ev": -1.84
}



[2]
{
  "formula": "C39H51CaClMgN7O21P2",
  "method": "ωB97M-V/def2-TZVPD",
  "symbols": ["C", "C", "C", "C", "C", "C", "C", "N", "O", "C", "N", "C", "N", "C", "C", "C", "C", "C", "O", "N", "C", "C", "C", "C", "C", "C", "C", "N", "P", "P", "O", "O", "O", "H", "H", "H", "H", "H", "H", "H", "H", "H", "H", "H", "H", "H", "H", "H", "H", "H", "H", "H", "H", "H", "H", "H", "H", "H", "H", "H", "H", "H", "H", "H", "H", "H", "H", "O", "H", "H", "Cl", "Ca", "C", "C", "C", "O", "C", "C", "C", "O", "O", "O", "H", "H", "C", "C", "N", "H", "H", "H", "N", "O", "O", "O", "C", "C", "C", "O", "C", "O", "O", "H", "H", "H", "H", "H", "H", "Mg", "O", "H", "H", "C", "C", "C", "O", "C", "C", "C", "O", "O", "O", "H", "H"],
  "positions_angstrom": [[-0.66432, 3.29197, -1.98010], [-1.28940, 3.33218, -3.39846], [-0.47907, 2.54829, -4.49151], [-1.09565, 1.20385, -4.97953], [-0.68304, -0.05591, -4.19031], [-0.54707, 0.18731, -2.69184], [0.01055, -1.05873, -1.94481], [0.88613, -0.56909, -0.86907], [0.37491, 0.49496, -0.12220], [-0.36783, -0.01048, 0.85150], [-0.96582, -0.23386, 1.80842], [2.08196, -1.00484, -0.56051], [2.69879, -2.05319, -1.14569], [3.35200, -2.91702, -0.06926], [2.66735, -2.68599, 1.26887], [3.28407, -3.53194, 2.41317], [2.35895, -3.42812, 3.64335], [3.00249, -2.61725, 4.76668], [4.16588, -2.79499, 5.03843], [2.20139, -1.69308, 5.48460], [2.36075, -0.37018, 4.93090], [3.58817, 0.11456, 4.47460], [3.64828, 1.38776, 3.91879], [2.53259, 2.20887, 3.82238], [1.31562, 1.72908, 4.31368], [1.24182, 0.45392, 4.84668], [2.86549, -1.21683, 1.64006], [2.75547, -0.29690, 0.44896], [4.33945, 0.22388, -0.09387], [3.98543, 1.07677, -2.07545], [3.61395, 0.03649, -3.02874], [5.38098, 1.78350, -2.47608], [2.91145, 2.27008, -1.99982], [-1.23771, 2.60107, -1.36082], [-0.65025, 4.27655, -1.51401], [0.36213, 2.92085, -1.99030], [-1.29121, 4.38702, -3.69357], [-2.35102, 3.02609, -3.33399], [-0.38672, 3.19622, -5.36816], [0.54407, 2.35151, -4.16450], [-0.74158, 1.06101, -6.00420], [-2.18379, 1.25957, -5.06655], [0.24007, -0.45635, -4.61543], [-1.44663, -0.82102, -4.36504], [-1.48659, 0.49690, -2.23551], [0.22634, 0.94562, -2.57469], [0.54656, -1.64433, -2.69683], [-0.81549, -1.61086, -1.48965], [2.06485, -2.69109, -1.65555], [3.21897, -3.96171, -0.38188], [4.41092, -2.66457, -0.06045], [1.60185, -2.94342, 1.24978], [3.35984, -4.55273, 2.03247], [4.27988, -3.17126, 2.67232], [2.17151, -4.43607, 4.02140], [1.37848, -3.03803, 3.36735], [1.23214, -1.97287, 5.26328], [4.49298, -0.47815, 4.52509], [4.60260, 1.75028, 3.54594], [2.62160, 3.19197, 3.37525], [0.42757, 2.34852, 4.27941], [0.26658, 0.06372, 5.21475], [3.85398, -1.07771, 2.07943], [2.11779, -0.89584, 2.36642], [4.66403, 1.36411, 0.68687], [5.99843, 1.77007, -1.73133], [3.34438, 3.10422, -1.77065], [-0.37220, -2.89922, 5.05399], [-1.15537, -2.32483, 4.93146], [-0.54039, -3.31464, 5.90663], [-1.46914, -0.41511, 6.12133], [1.23116, -4.36531, -2.25326], [0.47366, -2.10479, -6.48741], [-0.36767, -2.07507, -7.65650], [-1.43823, -3.18675, -7.71709], [-2.26873, -3.26309, -8.59246], [-1.42466, -4.18398, -6.65151], [-0.57993, -4.17721, -5.54599], [0.40182, -3.03096, -5.43905], [1.13254, -2.93517, -4.39549], [-0.51117, -4.98294, -4.61257], [-0.28598, -1.26300, -8.55200], [1.24269, -1.34781, -6.37220], [-2.15103, -4.98034, -6.76736], [0.08677, 5.93006, 1.74484], [-0.85550, 6.59369, 0.84750], [-1.60550, 7.10675, 0.14667], [-0.14274, 4.86699, 1.79855], [1.10193, 6.05946, 1.37447], [0.01269, 6.36058, 2.74136], [-3.82498, -1.97772, -11.24030], [-4.35467, -3.06504, -11.53251], [-2.65862, -1.74270, -11.59079], [-4.46770, -1.12327, -10.60581], [-4.97815, 5.72589, 0.36806], [-5.01433, 4.85413, -0.86011], [-6.39807, 4.40235, -1.26712], [-6.12979, 3.13734, -1.89593], [-5.00052, 2.64644, -1.34519], [-4.60643, 1.52941, -1.48325], [-4.36203, 3.59307, -0.62000], [-3.96551, 6.08468, 0.54532], [-5.63890, 6.58552, 0.25581], [-5.27635, 5.15886, 1.25159], [-4.50026, 5.34644, -1.69030], [-6.87900, 5.08638, -1.95874], [-7.05679, 4.23134, -0.41153], [-2.85529, 3.54536, -5.32927], [-7.55811, 7.12201, -2.64800], [-8.31158, 7.71384, -2.56001], [-7.06986, 7.46765, -3.40272], [0.99355, -6.26838, 10.18178], [2.28437, -5.63593, 10.19906], [2.40408, -4.40426, 9.32529], [3.39980, -3.71928, 9.28411], [1.25370, -4.06030, 8.49853], [-0.03627, -4.71081, 8.47715], [-0.18686, -5.87337, 9.43413], [-1.22845, -6.47371, 9.58291], [-0.95813, -4.37703, 7.76650], [3.23564, -6.01365, 10.84934], [0.84292, -7.14945, 10.79772], [1.41925, -3.20746, 7.83989]],
  "multiplicity": 1,
  "e_homo_ev": -4.1,
  "total_charge": -1,
  "lumo_ev": -3.34
}



[3]
{
  "formula": "C39H51N7O3PSYb",
  "method": "ωB97M-V/def2-TZVPD",
  "symbols": ["Yb", "C", "C", "C", "C", "C", "C", "C", "H", "H", "H", "H", "H", "H", "H", "H", "C", "C", "C", "C", "C", "C", "C", "S", "O", "O", "N", "C", "C", "C", "C", "C", "C", "C", "C", "N", "C", "H", "H", "H", "H", "H", "H", "H", "H", "H", "H", "H", "H", "H", "C", "C", "N", "C", "C", "N", "H", "H", "H", "H", "H", "H", "O", "P", "N", "C", "C", "C", "C", "N", "C", "C", "C", "C", "N", "C", "C", "C", "C", "H", "H", "H", "H", "H", "H", "H", "H", "H", "H", "H", "H", "H", "H", "H", "H", "H", "H", "H", "H", "H", "H", "H", "H"],
  "positions_angstrom": [[0.40267, -0.05624, -0.26870], [-4.31286, -2.41666, 1.17468], [-3.65209, -1.17525, 0.65184], [-2.79528, -0.43292, 1.46139], [-2.15648, 0.69405, 0.96117], [-2.35731, 1.09794, -0.36029], [-3.22426, 0.36733, -1.16993], [-3.85947, -0.75275, -0.66227], [-5.37239, -2.44025, 0.92132], [-4.21366, -2.48768, 2.25616], [-3.85265, -3.30398, 0.73462], [-2.63775, -0.73983, 2.48811], [-1.53730, 1.29912, 1.61267], [-1.90891, 2.02101, -0.71741], [-3.41592, 0.68655, -2.18664], [-4.53254, -1.31818, -1.29554], [-1.60087, -1.36110, -6.94686], [-1.15830, -1.66028, -5.54296], [-1.07659, -0.64967, -4.58311], [-0.67020, -0.94139, -3.29452], [-0.36612, -2.24810, -2.93444], [-0.44140, -3.26585, -3.87551], [-0.82410, -2.95904, -5.17233], [-0.05014, -2.66685, -1.26649], [-0.96675, -1.69981, -0.54170], [-0.29838, -4.05388, -1.05937], [1.36767, -2.09574, -0.89002], [2.04433, -2.78289, 0.17172], [2.61083, -4.01708, 0.02571], [3.24161, -4.66879, 1.11220], [3.29203, -4.08404, 2.34213], [2.69389, -2.81464, 2.53943], [2.67071, -2.16593, 3.79389], [2.04209, -0.96034, 3.94253], [1.43422, -0.38658, 2.81602], [1.45190, -0.95540, 1.62576], [2.06518, -2.17391, 1.45659], [-1.93043, -0.32896, -7.05211], [-2.42551, -2.01061, -7.24013], [-0.78554, -1.52992, -7.65154], [-1.33268, 0.36628, -4.85832], [-0.63965, -0.10290, -2.59022], [-0.23640, -4.28816, -3.58990], [-0.88848, -3.75173, -5.90726], [2.57850, -4.49732, -0.94304], [3.68280, -5.64271, 0.95265], [3.77449, -4.57569, 3.17660], [3.14854, -2.64654, 4.63914], [2.00002, -0.45326, 4.89522], [0.92575, 0.57026, 2.88056], [4.02437, 0.36867, -0.11468], [3.46658, 0.44206, -1.48768], [2.19521, 0.52920, -1.84395], [2.18673, 0.56502, -3.22962], [3.45371, 0.49443, -3.69863], [4.25234, 0.42433, -2.58180], [3.23306, 0.41621, 0.62857], [4.69354, 1.20810, 0.08085], [4.57735, -0.55933, 0.04030], [1.27949, 0.63503, -3.80042], [3.85363, 0.49062, -4.69652], [5.25678, 0.35662, -2.57553], [0.59147, 1.95884, 0.48108], [1.04133, 3.42383, 0.61421], [0.14886, 4.14816, 1.76541], [-1.33312, 4.16763, 1.66156], [-1.72583, 5.51817, 2.24953], [-0.65194, 5.75146, 3.30368], [0.62078, 5.26665, 2.61928], [2.60131, 3.51556, 1.06562], [3.53213, 4.54214, 0.53448], [4.80024, 4.30398, 1.33956], [4.26366, 3.91364, 2.71223], [3.06870, 3.02159, 2.38362], [0.82814, 4.17237, -0.80597], [0.57882, 5.63407, -0.89656], [0.80711, 5.93496, -2.37256], [0.34521, 4.65273, -3.05358], [0.90810, 3.56512, -2.14452], [-1.76187, 3.34836, 2.24089], [-1.65090, 4.04750, 0.62316], [-2.73566, 5.51337, 2.65478], [-1.68013, 6.29232, 1.48064], [-0.85214, 5.14168, 4.18704], [-0.57480, 6.78792, 3.62521], [1.36762, 4.92021, 3.33345], [1.06914, 6.06323, 2.01857], [3.15367, 5.55126, 0.72335], [3.66785, 4.42069, -0.53983], [5.44041, 5.18388, 1.36122], [5.38153, 3.48699, 0.90583], [3.93668, 4.80239, 3.25588], [4.99651, 3.40380, 3.33511], [2.27302, 3.08939, 3.12818], [3.36501, 1.97364, 2.30811], [1.24752, 6.19932, -0.24735], [-0.44972, 5.85343, -0.59883], [1.87036, 6.09863, -2.56066], [0.26822, 6.82256, -2.69721], [0.69139, 4.55581, -4.08103], [-0.74613, 4.60184, -3.06257], [1.93974, 3.31640, -2.40487], [0.31927, 2.64430, -2.18656]],
  "multiplicity": 2,
  "e_homo_ev": [-13.3, -13.3],
  "total_charge": 2,
  "s_squared": 0.751,
  "lumo_ev": [-5.10, -5.14]
}



Number 1: energy -88158.1031 eV. Number 2: energy -149665.3516 eV. Number 3: energy -109492.5886 eV.